DFT (wB97M-V/def2-TZVPD) results for a 11-piece molecular cluster, C28H82N8O11 overall at a distorted geometry.

Each line ends with the Löwdin charge.
Cartesian coordinates (Å):
1 C -0.07721 -0.27819 9.32112  -0.101
2 C -1.44897 0.00666 8.82088  -0.379
3 O -1.73863 1.27619 9.27516  -0.067
4 H 0.52323 0.62256 9.19379  0.083
5 H 0.37362 -1.16605 8.87777  0.066
6 H -0.07923 -0.50259 10.38776  0.068
7 H -2.16902 -0.77625 9.05893  0.113
8 H -1.34949 -0.03967 7.73642  0.107
9 H -2.64677 1.16073 9.56422  0.027
10 C -7.01884 0.95714 9.37223  -0.059
11 C -5.85676 1.71495 10.13647  -0.263
12 O -4.63769 1.25775 9.55004  -0.104
13 H -6.64894 0.76409 8.36525  0.069
14 H -7.84917 1.65716 9.27938  0.069
15 H -7.33238 0.05906 9.90443  0.050
16 H -5.98037 1.34326 11.15366  0.095
17 H -5.99105 2.79129 10.02900  0.110
18 H -4.81013 1.50077 8.63745  0.083
19 C -6.43326 -2.52172 11.20556  -0.051
20 C -6.05671 -2.91574 12.66409  -0.302
21 O -6.32348 -1.80177 13.48001  -0.093
22 H -6.18890 -1.49758 10.92353  0.053
23 H -7.50028 -2.63646 11.01480  0.071
24 H -6.01897 -3.18119 10.44295  0.061
25 H -4.98743 -3.11562 12.73335  0.053
26 H -6.55990 -3.78448 13.08858  0.115
27 H -7.11019 -2.03449 13.97855  0.103
28 C -6.15776 1.71563 15.17829  -0.082
29 C -7.47698 1.18628 15.59600  -0.323
30 O -8.54524 2.08982 15.24409  -0.081
31 H -5.35315 1.31954 15.79781  0.049
32 H -6.18844 2.75887 15.49264  0.077
33 H -5.94765 1.55234 14.12127  0.071
34 H -7.50535 0.92382 16.65355  0.112
35 H -7.84336 0.25381 15.16663  0.099
36 H -8.81651 2.41369 16.10613  0.073
37 C -3.07306 0.67199 12.77671  -0.044
38 C -3.12883 -0.78769 13.29994  -0.320
39 O -4.02228 -0.73111 14.33824  -0.101
40 H -2.49748 0.61758 11.85267  0.056
41 H -2.49228 1.27527 13.47446  0.063
42 H -4.00630 1.18460 12.54349  0.059
43 H -2.14715 -1.04470 13.69787  0.106
44 H -3.34853 -1.52157 12.52454  0.097
45 H -4.83032 -0.98453 13.88609  0.026
46 C -4.49713 -4.41901 16.15824  -0.787
47 O -4.68203 -4.08445 17.30604  0.043
48 N -4.73595 -5.62836 15.75886  0.172
49 N -4.04050 -3.63489 15.18487  0.178
50 H -4.95938 -6.40285 16.36742  0.126
51 H -5.00414 -5.69195 14.78720  0.084
52 H -4.04973 -3.96950 14.23196  0.078
53 H -3.72967 -2.70953 15.44411  0.100
54 C -2.63318 2.95971 17.30609  -0.829
55 O -1.75539 3.73802 17.57355  0.044
56 N -2.34920 1.85993 16.72941  0.186
57 N -3.91065 3.04779 17.66980  0.163
58 H -1.35292 1.69728 16.69689  0.127
59 H -3.06142 1.31742 16.26194  0.095
60 H -4.55947 2.29721 17.85889  0.104
61 H -4.20814 4.00893 17.75820  0.108
62 C -3.54814 5.02226 14.63354  -0.062
63 C -3.65585 5.49119 13.15400  -0.403
64 C -2.71758 4.97468 12.03735  -0.246
65 O -1.45358 5.39560 12.28634  -0.197
66 C -0.55573 5.08526 11.20462  -0.069
67 N -5.01176 5.09197 12.82826  0.018
68 H -3.64708 3.93750 14.67361  0.064
69 H -4.23614 5.54711 15.29632  0.074
70 H -2.60498 5.32054 15.09135  0.075
71 H -3.49512 6.56146 13.28359  0.128
72 H -3.01396 5.49676 11.12758  0.122
73 H -2.93616 3.91312 11.92149  0.122
74 H -0.74961 5.82955 10.43226  0.092
75 H -0.76610 4.06550 10.88224  0.084
76 H 0.44999 5.13464 11.62196  0.072
77 H -5.45464 5.55060 12.04493  0.066
78 H -5.70178 5.35141 13.51867  0.065
79 C -2.98082 -7.21138 10.69210  -0.039
80 C -3.10834 -6.00499 11.66374  -0.391
81 C -2.47195 -4.73970 11.00686  -0.195
82 O -1.16479 -5.08610 10.56715  -0.211
83 C -0.78955 -4.50890 9.33173  -0.090
84 N -4.50384 -5.65485 11.95844  0.031
85 H -3.59466 -7.03218 9.80938  0.079
86 H -3.41062 -8.12745 11.09729  0.074
87 H -1.90654 -7.33412 10.55440  0.080
88 H -2.79309 -6.27536 12.67152  0.124
89 H -2.43954 -3.79465 11.54901  0.106
90 H -3.17118 -4.50973 10.20295  0.114
91 H -1.53698 -4.74525 8.57438  0.084
92 H 0.17227 -4.74518 8.87656  0.093
93 H -0.86322 -3.42476 9.41727  0.069
94 H -5.14344 -5.82204 11.19486  0.074
95 H -4.81536 -6.40050 12.56430  0.065
96 C 0.52927 3.20464 13.59525  -0.045
97 C 2.02632 3.15722 14.01746  -0.380
98 C 2.88145 1.80595 13.89477  -0.192
99 O 2.45619 0.91822 14.89294  -0.172
100 C 2.92663 -0.41729 14.62246  -0.100
101 N 2.69043 4.27081 13.33128  0.008
102 H 0.18310 4.23788 13.62143  0.055
103 H -0.19729 2.62047 14.16002  0.066
104 H 0.42139 2.88136 12.55990  0.072
105 H 2.09304 3.56925 15.02437  0.128
106 H 3.91430 2.14630 13.96883  0.110
107 H 2.89111 1.28590 12.93688  0.114
108 H 2.50073 -0.77069 13.68340  0.078
109 H 2.66281 -1.17510 15.36017  0.074
110 H 4.00338 -0.53261 14.49836  0.084
111 H 2.03309 4.96723 13.65223  0.058
112 H 3.53134 4.40244 13.87501  0.064
113 C -0.14660 -4.92675 13.61940  -0.049
114 C -0.20277 -4.83600 15.15769  -0.451
115 C 0.11315 -3.45671 15.73433  -0.181
116 O 0.06339 -3.29304 17.15496  -0.165
117 C -1.19378 -3.18516 17.79704  -0.111
118 N -1.39153 -5.46073 15.58748  0.050
119 H 0.83239 -4.82408 13.15129  0.073
120 H -0.58410 -4.11340 13.04047  0.061
121 H -0.43941 -5.90983 13.25072  0.073
122 H 0.49655 -5.49597 15.67102  0.139
123 H -0.56345 -2.75222 15.25059  0.111
124 H 1.11709 -3.20448 15.39289  0.116
125 H -1.83896 -2.40462 17.39379  0.082
126 H -0.90064 -2.96910 18.82441  0.093
127 H -1.86025 -4.04408 17.87555  0.063
128 H -2.12838 -4.77381 15.51468  0.031
129 H -1.25361 -5.56296 16.58278  0.069

## Properties
LUMO = 0.233 eV
relative energy (zero: lowest compared OMol25 entry of this formula, charge and spin) = 4.675 eV
multiplicity = 1
structure (SMILES) = COC[C@H](C)N.COC[C@H](C)N.COC[C@H](C)N.COC[C@H](C)N.NC(N)=O.NC(N)=O.CCO.CCO.CCO.CCO.CCO

***

DFT (wB97M-V/def2-TZVPD) results for C4H5NO3S in the gas phase at a distorted geometry.

Each line ends with the natural charge from an NBO analysis.
Cartesian coordinates (Å):
1 C 1.38787 0.29912 1.42612  0.212
2 C -0.67408 1.62945 1.68947  -0.269
3 C -0.00527 0.55671 1.40085  -0.341
4 C 0.57448 -0.67306 -2.08507  -0.253
5 N 2.42136 -0.20442 1.40916  -0.231
6 O -0.43808 -2.00359 0.31815  -0.915
7 O -2.32923 -0.49390 0.35638  -0.893
8 O -0.47497 -0.12207 -1.30572  -0.720
9 S -0.91116 -0.64288 0.16528  2.312
10 H -1.69083 1.66057 1.24057  0.253
11 H -0.25810 2.45449 2.28885  0.235
12 H 1.22429 0.09372 -2.22513  0.184
13 H 0.20360 -0.97369 -3.19346  0.198
14 H 0.97011 -1.58044 -1.48545  0.228

## Properties
LUMO = -0.481 eV
relative energy (zero: lowest compared OMol25 entry of this formula, charge and spin) = 2.723 eV
multiplicity = 1
structure (SMILES) = C=C(C#N)S(=O)(=O)OC

***

DFT (wB97M-V/def2-TZVPD) results for C27H46AlCl3CsF5ILi2N2O13S2Si2 as an isolated structure at a distorted geometry.

Each line ends with the Löwdin charge.
Cartesian coordinates (Å):
1 C 7.38241 2.01324 -3.82573  -0.105
2 C 7.32801 0.75073 -4.68881  -0.237
3 C 6.57039 -0.41448 -4.06896  -0.238
4 C 5.16576 -0.06002 -3.50864  -0.357
5 C 5.18492 0.49740 -2.06362  -0.095
6 Si 4.12308 -1.58909 -3.54280  0.389
7 F 3.97814 -2.36701 -2.14407  -0.163
8 O 2.67887 -1.25741 -4.25418  -0.275
9 Si 1.25873 -1.87378 -3.63014  0.448
10 C -0.01968 -2.29709 -4.96514  -0.308
11 S 0.10420 -1.26949 -6.40430  0.629
12 O 0.96563 -0.14409 -6.18851  -0.339
13 O 0.42000 -2.09340 -7.52765  -0.329
14 C 0.37243 -0.74070 -2.43691  -0.800
15 I 1.18229 -0.70701 -0.46376  0.974
16 C 0.14018 0.69383 -3.00158  -0.338
17 C 1.42948 1.45396 -3.30598  -0.111
18 H 8.18007 2.65462 -4.19288  0.074
19 H 6.45631 2.58487 -3.82770  0.069
20 H 7.64927 1.76793 -2.79741  0.070
21 H 6.96865 1.00182 -5.68325  0.111
22 H 8.35520 0.41627 -4.82056  0.115
23 H 6.45436 -1.16560 -4.84954  0.053
24 H 7.14246 -0.91059 -3.28051  0.121
25 H 4.70135 0.63008 -4.21514  0.127
26 H 5.27002 1.57985 -2.10618  0.073
27 H 6.07790 0.12837 -1.56613  0.082
28 H 4.28151 0.27842 -1.49634  0.030
29 H 4.78868 -2.61216 -4.44667  -0.007
30 H 1.58314 -3.14442 -2.91122  0.019
31 H -1.00957 -2.11703 -4.54176  0.076
32 H 0.01550 -3.33417 -5.28554  0.063
33 H -1.14163 -0.77982 -6.62833  0.095
34 H -0.62415 -1.17593 -2.33806  0.044
35 H -0.40221 1.22882 -2.22713  0.046
36 H -0.47194 0.55564 -3.89186  0.100
37 H 1.20298 2.51538 -3.36628  0.084
38 H 1.81957 1.16918 -4.27825  0.052
39 H 2.16510 1.27518 -2.52367  0.038
40 F 6.62581 -3.07502 -8.30130  -0.198
41 Al 7.86216 -2.33400 -7.40823  -0.169
42 F 7.56255 -2.75527 -5.77561  -0.213
43 F 7.78477 -0.65545 -7.53562  -0.161
44 F 9.37097 -2.93086 -7.84865  -0.177
45 Li 4.18492 -4.18787 -4.13483  0.620
46 C 2.43483 0.25206 3.21259  -0.004
47 N 1.13213 0.62349 3.77216  -0.113
48 C 0.56369 1.81910 3.40026  -0.034
49 C -0.66989 2.17572 3.83035  -0.003
50 C -1.41645 1.29474 4.67057  -0.278
51 C -0.77555 0.08796 5.05484  -0.153
52 C 0.47663 -0.21516 4.61144  -0.037
53 C -2.75620 1.56232 5.09745  -0.286
54 C -3.80116 0.62063 4.82892  -0.089
55 C -5.05649 0.84480 5.26830  -0.052
56 N -5.37524 1.97727 5.98915  -0.125
57 C -4.41228 2.91319 6.24496  -0.052
58 C -3.12974 2.74455 5.82355  -0.043
59 C -6.72965 2.18567 6.50137  -0.006
60 H 3.16924 1.02179 3.44131  0.101
61 H 2.28604 0.15386 2.13418  0.018
62 H 2.74885 -0.69782 3.63205  0.096
63 H 1.14050 2.44148 2.73186  0.136
64 H -1.09036 3.11210 3.49179  0.126
65 H -1.27684 -0.62310 5.70631  0.111
66 H 0.97026 -1.13408 4.88614  0.142
67 H -3.59358 -0.27953 4.26510  0.102
68 H -5.85114 0.14260 5.06872  0.123
69 H -4.72040 3.78170 6.80922  0.134
70 H -2.39964 3.50823 6.06826  0.117
71 H -7.11686 3.13046 6.12255  0.100
72 H -6.70112 2.20153 7.59109  0.099
73 H -7.36782 1.37348 6.16869  0.093
74 O -0.25133 2.98864 -5.79634  -0.049
75 H -0.18043 2.05701 -6.02575  0.006
76 H 0.59661 3.36516 -6.05418  0.054
77 C -2.14769 -2.12344 2.67344  -0.775
78 O -1.67025 -1.58427 3.73106  -0.106
79 O -1.74258 -1.42040 1.51558  -0.063
80 O -2.85904 -3.09741 2.53721  0.025
81 H -1.22206 -0.74981 1.97845  0.037
82 C -4.03698 1.16342 0.28416  -1.494
83 Cl -5.09844 -0.22566 0.10132  0.564
84 Cl -3.62206 1.40926 1.98944  0.646
85 Cl -2.58392 0.97675 -0.69676  0.569
86 H -4.56233 2.04411 -0.05990  0.016
87 O -2.29260 5.94543 -6.38832  -0.179
88 S -2.54467 5.29944 -5.09796  0.252
89 O -3.52137 6.06322 -4.31116  -0.181
90 O -1.28930 5.24478 -4.34147  -0.195
91 O -3.09257 3.95737 -5.32236  -0.200
92 Li -1.34776 1.04640 6.98459  0.781
93 O -6.37422 -4.78328 8.68048  0.133
94 C -6.20911 -4.06977 7.73978  -0.482
95 O -5.19172 -3.16749 7.67291  0.022
96 C -5.30816 -2.38014 6.48024  -0.173
97 C -6.14983 -3.21398 5.52294  -0.143
98 C -7.06288 -3.97082 6.48819  -0.069
99 H -5.78891 -1.43280 6.74267  0.105
100 H -4.31433 -2.17583 6.08464  0.118
101 H -6.68016 -2.61764 4.78213  0.113
102 H -5.51036 -3.91653 4.98905  0.125
103 H -7.96618 -3.40780 6.72826  0.130
104 H -7.32592 -4.95953 6.12529  0.127
105 Cs 5.28389 -6.82203 -4.04504  1.081

## Properties
LUMO = -6.017 eV
charge = +1
multiplicity = 1

***

DFT (wB97M-V/def2-TZVPD) results for C12H21N5O3 in the gas phase at a distorted geometry.

Each line ends with the natural charge from an NBO analysis.
Cartesian coordinates (Å):
1 C -1.65223 1.22573 0.47605  -0.146
2 C -0.22250 1.70809 0.21005  0.688
3 C -2.17752 0.67823 -0.85247  -0.418
4 C -3.44854 -0.06538 -0.68248  0.081
5 C -4.58292 0.35612 -0.06541  -0.109
6 C -4.82381 -1.66968 -0.92996  0.152
7 C 0.71615 -0.54577 0.83579  -0.149
8 C 0.44306 -0.60502 2.36006  0.783
9 C 2.01119 -1.30031 0.47257  -0.395
10 C 2.29629 -1.25656 -1.04436  -0.407
11 C 3.81588 -1.12572 -1.34649  -0.404
12 C 4.44362 0.12303 -0.75431  -0.219
13 H -2.14633 2.65994 1.78100  0.361
14 H -2.09846 3.11296 0.24377  0.377
15 H -1.70016 0.43638 1.25174  0.212
16 H -1.46785 0.00215 -1.32870  0.222
17 H -2.34574 1.50676 -1.54537  0.223
18 H -4.82963 1.17274 0.60508  0.240
19 H -5.24481 -2.67203 -1.12522  0.199
20 H -6.43258 -0.65782 0.01791  0.412
21 H 1.73598 1.31627 0.45461  0.440
22 H -0.13831 -1.07416 0.31840  0.243
23 H 2.89207 -0.87925 1.06029  0.198
24 H 1.95730 -2.29446 0.77280  0.223
25 H 1.70889 -0.49279 -1.57763  0.222
26 H 1.96798 -2.19101 -1.41800  0.208
27 H 3.99930 -1.13008 -2.43542  0.204
28 H 4.34286 -2.06188 -0.99098  0.209
29 H 5.46303 0.27081 -1.12928  0.177
30 H 4.59802 -0.08848 0.36830  0.172
31 H 4.09929 2.08523 -0.52767  0.363
32 H 3.46215 1.51785 -1.86767  0.356
33 H 0.04090 -1.90595 3.69904  0.500
34 N -2.44025 2.37382 0.87706  -0.826
35 N -3.58047 -1.30713 -1.16743  -0.471
36 N -5.48849 -0.65335 -0.31889  -0.517
37 N 0.79950 0.81791 0.36588  -0.642
38 N 3.60791 1.30295 -0.85191  -0.840
39 O 0.02360 2.88524 -0.01909  -0.642
40 O 0.08553 0.32835 3.06026  -0.587
41 O 0.31010 -1.90373 2.74805  -0.691

## Properties
LUMO = 0.633 eV
relative energy (zero: lowest compared OMol25 entry of this formula, charge and spin) = 1.086 eV
multiplicity = 1
structure (SMILES) = NCCCC[C@H](NC(=O)[C@@H](N)Cc1c[nH]cn1)C(=O)O

***

| no. | E (eV) |
| --- | --- |
| 1 | -64803.2318 |
| 2 | -22693.6237 |
| 3 | -162574.9520 |
| 4 | -26378.3658 |